[1]
Computed, not measured: C38H61CsFN3O6Si as an isolated structure at a distorted geometry, with wB97M-V/def2-TZVPD.

Output
Energy above the lowest of the compared OMol25 structures with the same formula, charge and spin   103.1 kJ/mol
Lowest unoccupied orbital energy   3.531 eV
Gap between HOMO and LUMO   5.06 eV
Highest occupied orbital energy   -0.0560 Ha
DFT total energy   -2509.85791 Ha

```
! RIJCOSX wB97M-V def2-TZVPD def2/J DEFGRID3
* xyz -2 1
Cs 0.355 -1.379 -1.380
C 3.664 3.099 -1.042
O 3.271 2.169 -2.007
C 2.725 2.783 -3.156
C 2.105 1.721 -4.045
O 0.763 1.431 -3.720
C -0.166 2.374 -4.209
C -1.308 2.474 -3.227
O -2.150 1.363 -3.394
C -2.972 1.169 -2.260
H 4.470 3.753 -1.412
H 4.034 2.549 -0.177
H 2.823 3.738 -0.733
H 3.518 3.328 -3.697
H 1.972 3.524 -2.846
H 2.640 0.778 -3.922
H 2.183 2.015 -5.102
H -0.542 2.040 -5.187
H 0.290 3.364 -4.347
H -1.871 3.414 -3.369
H -0.896 2.485 -2.208
H -3.625 2.032 -2.093
H -2.387 1.008 -1.350
H -3.594 0.295 -2.443
C 4.244 -4.071 -1.008
Si 3.878 -2.656 0.196
C 4.147 -1.038 -0.726
C 5.296 -2.676 1.475
N 2.293 -2.677 0.778
C 1.693 -3.625 1.501
C 2.318 -4.623 2.296
C 1.613 -5.564 3.035
C 0.229 -5.596 3.050
C -0.452 -4.643 2.284
C 0.274 -3.737 1.569
F -0.405 -2.830 0.803
H 5.266 -4.004 -1.388
H 3.569 -4.058 -1.863
H 4.119 -5.038 -0.517
H 5.151 -0.988 -1.153
H 4.026 -0.188 -0.051
H 3.452 -0.912 -1.552
H 6.222 -2.404 0.962
H 5.437 -3.651 1.942
H 5.121 -1.956 2.274
H 3.401 -4.651 2.336
H 2.180 -6.288 3.613
H -0.315 -6.328 3.633
H -1.531 -4.597 2.225
C -0.479 3.322 4.324
C 0.634 3.248 3.285
C 0.964 4.663 2.793
C 1.874 2.602 3.898
N 0.133 2.379 2.219
N 0.987 2.149 1.118
H -0.190 3.961 5.161
H -0.715 2.330 4.705
H -1.397 3.730 3.895
H 1.374 5.280 3.597
H 0.069 5.160 2.413
H 1.712 4.661 1.995
H 2.179 3.144 4.795
H 2.718 2.604 3.206
H 1.669 1.567 4.168
H -0.759 2.713 1.869
H 1.501 1.289 1.276
H 1.653 2.897 0.953
O 0.551 -3.063 -3.606
C 1.616 -2.492 -3.921
O 1.990 -1.352 -3.555
C 2.565 -3.243 -4.852
C 2.108 -4.341 -5.574
C 2.952 -5.015 -6.441
C 4.272 -4.609 -6.581
C 4.737 -3.523 -5.852
C 3.885 -2.840 -4.999
H 1.079 -4.641 -5.424
H 2.581 -5.863 -7.005
H 4.939 -5.138 -7.251
H 5.769 -3.208 -5.948
H 4.222 -1.985 -4.429
C -3.696 -1.990 2.875
C -3.317 -0.671 3.551
C -1.867 -0.329 3.211
C -4.328 0.411 3.227
C -5.249 0.758 4.196
C -6.254 1.698 3.983
C -6.320 2.300 2.737
C -5.432 1.990 1.721
C -5.525 2.613 0.351
C -6.241 1.657 -0.610
C -6.185 3.986 0.313
C -4.396 1.014 1.917
O -3.573 0.723 0.984
H -3.012 -2.791 3.169
H -3.636 -1.870 1.793
H -4.715 -2.291 3.128
H -3.382 -0.809 4.641
H -1.790 -0.177 2.139
H -1.215 -1.160 3.486
H -1.527 0.568 3.726
H -5.163 0.265 5.164
H -6.957 1.952 4.769
H -7.094 3.041 2.551
H -4.492 2.716 -0.001
H -7.263 1.485 -0.264
H -5.723 0.701 -0.638
H -6.289 2.059 -1.627
H -7.254 3.933 0.537
H -6.093 4.429 -0.683
H -5.737 4.672 1.033
*
```

=====

[2]
Computed, not measured: C18H22BClN4O2Rh as an isolated structure at a distorted geometry, with wB97M-V/def2-TZVPD.

Output
Energy above the lowest of the compared OMol25 structures with the same formula, charge and spin   0.0 kJ/mol
Lowest unoccupied orbital energy (alpha / beta)   2.274 / 2.274 eV
Gap between HOMO and LUMO (alpha / beta)   5.09 / 5.09 eV
Highest occupied orbital energy (alpha / beta)   -0.1035 / -0.1035 Ha
DFT total energy   -1664.24825 Ha

```
! RIJCOSX wB97M-V def2-TZVPD def2/J DEFGRID3
* xyz -1 1
Rh -1.409 0.320 -0.137
B -2.176 2.834 -2.682
N -2.003 1.325 -3.029
C -2.215 0.846 -4.264
C -2.050 -0.525 -4.245
C -1.728 -0.806 -2.916
N -1.703 0.319 -2.198
N -1.736 3.160 -1.229
C -1.522 4.420 -0.824
C -1.497 4.449 0.557
C -1.699 3.118 0.925
N -1.830 2.351 -0.157
H -1.484 3.496 -3.429
H -3.355 3.113 -2.813
H -2.481 1.518 -5.062
H -2.150 -1.214 -5.065
H -1.512 -1.743 -2.436
H -1.438 5.210 -1.551
H -1.356 5.302 1.198
H -1.785 2.670 1.899
Cl 1.987 -5.084 3.467
C 1.079 -4.027 2.406
C 0.625 -4.597 1.151
C -0.083 -3.877 0.272
C -0.409 -2.475 0.554
O -1.116 -1.844 -0.229
C 0.077 -1.845 1.831
C -0.251 0.557 1.845
O -1.516 0.357 2.066
C 0.837 -2.758 2.729
H 0.875 -5.629 0.939
H -0.418 -4.298 -0.667
H 0.128 1.577 1.926
H 1.181 -2.350 3.670
C 3.173 -0.880 1.987
C 2.076 -0.235 1.122
C 2.198 -0.823 -0.297
C 2.391 1.260 1.028
C 0.672 -0.459 1.660
H 4.160 -0.679 1.558
H 3.060 -1.963 2.051
H 3.152 -0.474 3.002
H 3.190 -0.624 -0.717
H 1.436 -0.388 -0.948
H 2.058 -1.909 -0.288
H 3.400 1.391 0.628
H 2.352 1.738 2.010
H 1.693 1.772 0.363
H -0.878 -1.598 2.338
*
```

=====

[3]
Computed, not measured: C5H7NO as an isolated structure, with wB97M-V/def2-TZVPD.

Output
Energy above the lowest of the compared OMol25 structures with the same formula, charge and spin   492.0 kJ/mol
Lowest unoccupied orbital energy (alpha / beta)   0.321 / 0.321 eV
Gap between HOMO and LUMO (alpha / beta)   7.96 / 7.96 eV
Highest occupied orbital energy (alpha / beta)   -0.2808 / -0.2809 Ha
DFT total energy   -324.53706 Ha

```
! RIJCOSX wB97M-V def2-TZVPD def2/J DEFGRID3
* xyz 0 1
O 0.227 -0.114 -1.905
C -0.202 -0.720 -0.810
C -1.547 -0.795 -0.520
C -0.293 1.026 -0.559
C 0.468 1.202 0.518
C 0.980 -0.082 1.129
N 0.789 -1.154 0.121
H -1.881 -1.126 0.456
H -2.272 -0.499 -1.268
H -0.928 1.660 -1.153
H 0.568 2.178 0.976
H 0.413 -0.327 2.038
H 2.036 -0.051 1.412
H 1.640 -1.199 -0.434
*
```

=====

[4]
Computed, not measured: a 6-piece molecular cluster, H12O6 overall at a distorted geometry, with wB97M-V/def2-TZVPD.

Output
Energy above the lowest of the compared OMol25 structures with the same formula, charge and spin   430.9 kJ/mol
Structure (SMILES)   O.O.O.O.O.O
Lowest unoccupied orbital energy   0.367 eV
Gap between HOMO and LUMO   8.78 eV
Highest occupied orbital energy   -0.3091 Ha
DFT total energy   -458.50836 Ha

```
! RIJCOSX wB97M-V def2-TZVPD def2/J DEFGRID3
* xyz 0 1
O 0.277 1.013 -0.975
H 0.042 0.665 -0.108
H 0.985 1.641 -0.792
O -1.702 -1.246 -1.643
H -1.239 -1.116 -2.478
H -1.377 -2.095 -1.323
O 4.161 -0.143 -1.874
H 4.580 0.547 -2.400
H 4.604 -0.087 -1.019
O 0.146 -1.232 1.983
H -0.155 -0.343 1.765
H -0.583 -1.610 2.488
O -2.978 2.893 1.668
H -3.038 2.521 2.555
H -3.240 3.814 1.781
O -0.551 -1.672 0.142
H 0.157 -1.037 -0.017
H -0.092 -2.513 0.247
*
```

=====

[5]
Computed, not measured: a 3-piece molecular cluster, C19H50FN7O6P2Si overall at a distorted geometry, with wB97M-V/def2-TZVPD.

Output
Structure (SMILES)   CNC[Si@](F)(CCC(=O)O)CC(=O)O.CN(C)P(=O)(N(C)C)N(C)C.CN(C)P(=O)(N(C)C)N(C)C
Lowest unoccupied orbital energy   0.463 eV
Gap between HOMO and LUMO   8.95 eV
Highest occupied orbital energy   -0.3119 Ha
DFT total energy   -2660.82526 Ha

```
! RIJCOSX wB97M-V def2-TZVPD def2/J DEFGRID3
* xyz 0 1
C 4.180 -2.411 -3.975
N 3.181 -1.495 -4.539
C 1.858 -1.713 -3.917
Si 0.642 -0.497 -4.669
F 0.984 -0.276 -6.225
C 0.662 1.140 -3.760
C 1.847 2.105 -4.063
C 2.870 2.097 -2.954
O 2.767 2.776 -1.979
O 3.934 1.250 -3.134
C -1.121 -1.158 -4.480
C -1.166 -2.467 -3.745
O -1.370 -3.527 -4.265
O -0.905 -2.378 -2.399
H 5.182 -2.124 -4.293
H 4.001 -3.446 -4.290
H 4.149 -2.369 -2.886
H 3.105 -1.743 -5.518
H 1.544 -2.756 -4.075
H 1.965 -1.521 -2.847
H 0.639 0.892 -2.695
H -0.258 1.659 -4.031
H 2.329 1.922 -5.022
H 1.438 3.114 -4.080
H 3.660 0.340 -2.968
H -1.575 -1.271 -5.464
H -1.706 -0.409 -3.939
H -1.443 -1.660 -2.043
C 0.624 3.677 0.405
N -0.407 3.921 -0.592
C -0.052 5.096 -1.385
P -2.073 3.851 -0.263
O -2.718 3.725 -1.587
N -2.469 2.317 0.461
C -1.421 1.388 0.869
C -3.450 1.560 -0.316
N -2.143 4.788 1.177
C -2.348 4.179 2.486
C -3.098 5.907 0.994
H 0.715 4.495 1.135
H 1.582 3.575 -0.109
H 0.466 2.753 0.941
H -0.166 6.032 -0.817
H -0.683 5.156 -2.272
H 0.983 5.022 -1.721
H -0.670 1.247 0.081
H -1.839 0.409 1.097
H -0.915 1.690 1.786
H -3.005 1.075 -1.196
H -4.267 2.189 -0.655
H -3.878 0.782 0.321
H -3.211 3.513 2.535
H -2.496 4.986 3.205
H -1.452 3.653 2.813
H -4.135 5.560 0.905
H -2.851 6.467 0.089
H -3.035 6.602 1.830
C 2.409 -3.479 3.947
N 1.678 -2.312 3.485
C 2.044 -1.145 4.285
P 0.018 -2.344 3.118
O -0.187 -1.154 2.262
N -0.313 -3.591 1.940
C 0.715 -4.531 1.514
C -0.967 -3.018 0.759
N -0.569 -3.172 4.505
C -1.016 -4.559 4.435
C -1.602 -2.348 5.179
H 2.162 -3.760 4.981
H 3.478 -3.257 3.907
H 2.251 -4.338 3.308
H 1.628 -1.190 5.303
H 1.680 -0.235 3.807
H 3.128 -1.064 4.361
H 1.656 -4.034 1.247
H 0.365 -5.071 0.633
H 0.919 -5.298 2.263
H -0.282 -2.471 0.103
H -1.761 -2.340 1.060
H -1.433 -3.813 0.173
H -1.749 -4.750 3.650
H -1.470 -4.808 5.396
H -0.168 -5.234 4.325
H -2.513 -2.247 4.579
H -1.213 -1.345 5.374
H -1.866 -2.783 6.142
*
```